1.
This record from the Open Molecules 2025 dataset describes a structure of composition C38H34N8O4RbS3 at a distorted geometry. The level of theory is ωB97M-V/def2-TZVPD.

Its maximum force is 0.0447 hartree/bohr. The total energy comes out at -93228.228 eV. The energy above the lowest of the compared OMol25 structures with the same formula, charge and spin is 18.5 kcal/mol.

```
! RIJCOSX wB97M-V def2-TZVPD def2/J DEFGRID3
* xyz -1 1
O 2.961 -2.280 5.455
O -3.225 2.780 -7.951
H -2.291 0.335 2.003
H -0.120 0.633 -7.046
C -1.035 1.598 -3.927
C 1.782 -1.577 2.830
C -3.010 3.030 -5.345
H -1.850 -4.785 -4.401
H 2.531 -1.760 -1.549
C 4.187 -4.029 4.484
C 0.982 6.029 1.956
C 2.632 -3.756 -2.296
N -2.412 2.013 -7.416
H -2.711 -3.474 -5.216
H -0.012 -5.758 -2.921
Rb 0.140 -0.099 -0.087
C -1.120 1.481 -5.342
C -0.101 0.756 -5.977
C 4.537 -4.804 3.398
C 3.085 -3.509 2.011
C -1.369 1.999 6.501
H 1.716 -0.327 -5.710
H -2.159 1.246 6.526
C -0.823 4.501 2.119
H -3.539 1.382 2.517
H 1.933 2.938 0.898
C -1.662 -3.782 -2.070
C 1.951 -2.630 -1.850
C -0.185 1.584 7.346
C 0.199 0.690 4.849
N -0.642 2.248 1.513
C 0.923 0.221 -5.228
H 3.714 -3.765 -2.324
C -3.729 4.026 -1.862
H -4.426 4.713 -3.772
C -0.337 5.782 2.296
H -1.346 -1.324 -3.422
O -1.836 1.127 -8.062
S 0.626 0.158 6.536
H 5.248 -5.609 3.526
C -1.845 2.289 1.940
C 1.920 -4.874 -2.690
N -2.378 -3.173 -3.189
H -2.907 2.998 -0.158
N -0.032 1.067 -3.219
H -4.341 4.695 -1.275
C -0.146 -3.754 -2.153
N 1.374 -0.976 3.950
N -2.045 2.316 -1.871
H 1.386 7.020 2.094
H 4.250 -5.158 1.302
N 0.559 0.098 3.801
H 2.269 -1.610 5.163
H 2.438 -5.750 -3.055
H -0.966 6.560 2.701
H -3.754 3.588 -5.894
S -2.416 3.893 2.479
H -2.010 -4.822 -2.025
C 3.270 -2.984 4.357
H -1.766 2.972 6.790
H -3.039 -1.368 -3.964
C -2.181 2.159 -6.038
C 0.540 -4.874 -2.622
C 0.571 -2.628 -1.781
C 1.303 3.734 1.272
H 2.817 5.237 1.200
C -2.028 2.359 -3.204
H 1.719 0.010 -3.238
C 1.788 5.016 1.449
C -3.773 4.043 -3.230
H -0.991 -3.286 -4.808
N -2.714 1.252 1.954
C -2.889 3.098 -1.231
C -2.943 3.155 -3.952
C -2.345 -1.725 -3.199
S -0.776 2.143 4.784
C -0.020 3.460 1.604
C 3.980 -4.550 2.153
C 0.916 0.405 -3.850
H -2.672 -1.337 -2.231
H -1.990 -3.268 -1.158
C -1.951 -3.703 -4.469
C 2.719 -2.713 3.091
H 0.542 2.394 7.429
H 2.639 -3.286 1.051
O 1.467 -1.267 1.669
H 4.611 -4.212 5.461
H -0.497 1.264 8.339
*
```

Atom charges from the Mulliken analysis, given in e for atoms 1 to 8: -0.70 -0.77 0.18 0.52 0.02 0.14 -1.03 0.34

2.
This record from the Open Molecules 2025 dataset describes a structure of composition C38H35As2MoNO2S at a distorted geometry. The level of theory is ωB97M-V/def2-TZVPD.

Its maximum force is 0.0244 hartree/bohr. The total energy comes out at -179915.251 eV. The energy above the lowest of the compared OMol25 structures with the same formula, charge and spin is 0.0 kcal/mol.

```
! RIJCOSX wB97M-V def2-TZVPD def2/J DEFGRID3
* xyz 2 1
C 1.033 1.108 -3.514
C -1.629 0.900 3.337
H 4.062 -1.622 3.021
C -4.064 -0.123 -2.886
C -5.365 1.427 -1.591
H -2.834 -2.591 2.566
C 2.187 -2.941 0.528
H -1.630 -3.868 2.467
H -4.541 0.200 1.725
C 3.457 4.877 1.678
C 3.219 1.176 -2.464
H 0.417 -3.019 -3.426
H -1.387 0.930 5.463
H -2.860 -3.701 1.171
H 1.530 2.151 2.230
H -3.746 0.344 5.914
H -2.348 3.320 0.099
C 1.624 0.751 -4.720
C 4.014 -3.708 2.470
H 2.761 3.948 -1.497
C 3.003 0.615 -4.796
C -4.368 1.459 -0.626
C -3.400 0.444 4.895
H 4.870 0.717 -3.747
H -0.863 3.183 1.066
N 1.293 -2.506 -0.417
H 0.970 -5.306 -2.206
H -0.250 3.822 -1.357
H 3.857 -5.677 1.653
C 0.898 -3.320 -1.378
C -2.221 -3.172 1.872
H 3.987 5.665 -0.249
H -2.185 -0.717 -2.059
H -0.998 -3.182 -2.372
H -0.044 1.236 -3.471
C 3.453 4.894 0.290
H -3.947 -0.737 -3.768
Mo 0.299 -0.636 0.070
H 2.447 -6.181 -0.420
C -5.213 0.634 -2.719
C 3.532 -4.646 1.596
As 0.982 1.739 -0.741
C 2.757 3.921 -0.413
C -2.075 0.777 4.643
C 2.612 -4.271 0.585
H -6.256 2.026 -1.461
C -0.591 2.823 -1.078
H 4.000 5.637 2.221
O -0.389 -1.627 1.776
H 1.010 0.597 -5.596
C 2.766 3.893 2.369
C 2.071 2.929 0.287
H -0.056 -1.673 -2.397
H 2.767 3.889 3.451
C -4.278 0.235 3.843
C 1.314 -4.668 -1.404
C 2.716 -1.973 1.402
H 3.846 1.339 -1.595
C -3.842 0.374 2.530
C 2.069 2.913 1.677
C -3.066 -0.101 -1.920
C 3.627 -2.357 2.355
H -5.307 -0.030 4.042
C 3.796 0.823 -3.675
H 4.719 -3.996 3.236
C -1.318 -2.235 1.171
As -1.808 0.903 0.508
C -1.403 2.785 0.204
S 2.261 -0.283 1.128
H 3.464 0.350 -5.738
C 1.836 1.335 -2.396
C -3.216 0.684 -0.783
H -5.991 0.609 -3.469
H -0.583 1.125 3.149
C 2.133 -5.145 -0.421
C -2.516 0.717 2.279
H -1.155 2.397 -1.911
O -1.422 -1.942 -0.073
C 0.009 -2.769 -2.446
H -4.501 2.098 0.238
*
```

Atom charges from the Mulliken analysis, given in e for atoms 1 to 8: -0.40 -0.37 0.52 -0.79 -0.81 0.28 -0.60 0.40

3.
This record from the Open Molecules 2025 dataset describes a structure of composition C38H35BeN4O3P2S. The level of theory is ωB97M-V/def2-TZVPD.

Its maximum force is 0.0119 hartree/bohr. The total energy comes out at -81888.388 eV.

```
! RIJCOSX wB97M-V def2-TZVPD def2/J DEFGRID3
* xyz 1 1
C 3.035 -1.260 2.198
C 5.358 3.494 -0.599
H -4.271 -3.245 -1.425
O 1.779 0.967 1.955
C -3.291 -3.570 -1.076
C -1.440 1.053 2.296
N -2.244 -2.739 -1.680
C -0.946 2.104 -3.514
C -0.732 3.440 -3.854
C 4.321 -2.186 0.414
H 5.138 4.514 -2.386
C -2.179 3.205 -5.761
H 4.180 0.831 1.248
H 1.786 -4.814 -4.037
C 3.449 1.023 -0.864
H 2.881 -0.721 -3.497
H -1.946 -3.808 -3.455
H 5.907 -3.490 1.016
H 1.364 -2.992 -0.195
H -2.360 4.231 2.845
C 3.444 3.166 -2.251
H 2.797 4.001 -2.539
C 3.279 -1.360 0.818
C -1.489 -1.972 -0.947
H -0.524 3.430 -1.176
C 1.639 -2.913 -1.241
N -0.825 -1.273 -0.319
P -0.138 1.301 -2.080
O 1.479 -0.221 4.083
C -1.779 1.330 -4.314
C -1.353 3.991 -4.962
H -1.180 -2.210 -3.408
C 5.031 2.513 0.433
C 1.498 -4.020 -2.060
C -2.069 -2.774 -3.134
H -2.375 1.977 3.964
H -1.184 5.030 -5.213
H 1.113 -4.946 -1.651
H 5.549 2.658 1.376
H -0.056 4.063 -3.275
C 2.192 1.731 -3.623
H 4.529 -2.321 -0.640
C 2.161 -1.707 -1.732
H 2.665 -2.685 -4.938
C 3.612 2.262 -3.495
C 4.556 1.143 -3.104
H -2.942 -2.345 -3.628
C 3.790 -1.932 3.141
C 2.593 2.223 -1.378
Be 0.167 -0.246 0.643
H 5.454 -3.257 3.428
O 0.517 -1.078 1.980
H -3.134 -4.610 -1.360
H -1.404 0.073 2.752
C -1.458 3.464 1.075
H 3.549 -1.816 4.190
H 5.314 0.815 -3.806
H 6.247 4.082 -0.393
C -1.977 2.112 2.969
H -1.954 0.292 -4.054
C -0.938 2.328 0.433
H 3.954 2.789 -4.384
C -2.389 1.875 -5.439
C 4.240 1.442 0.362
C 1.593 1.745 -2.432
H -2.652 3.634 -6.635
H -3.030 1.261 -6.059
C 4.450 0.569 -1.912
C -1.963 3.359 2.343
H -3.249 -3.486 0.006
C 2.368 -2.753 -3.899
C 5.097 -2.855 1.353
N -0.480 2.474 -0.854
C 2.509 -1.639 -3.076
N -0.898 1.140 1.055
H 5.131 -0.220 -1.611
C 4.841 -2.728 2.709
H -1.456 4.410 0.551
H 2.135 2.709 -0.517
C 4.718 3.750 -1.738
S 1.637 -0.297 2.668
H 1.750 1.406 -4.559
C 1.873 -3.945 -3.398
P 2.259 -0.420 -0.415
*
```

Atom charges from the Mulliken analysis, given in e for atoms 1 to 8: 0.04 -0.88 0.34 -0.51 -0.99 -0.21 0.13 0.94

4.
This record from the Open Molecules 2025 dataset describes a structure of composition C38H35N3O5PbS at a distorted geometry. The level of theory is ωB97M-V/def2-TZVPD.

Its maximum force is 0.0220 hartree/bohr. The total energy comes out at -70764.151 eV.

```
! RIJCOSX wB97M-V def2-TZVPD def2/J DEFGRID3
* xyz -2 1
C 0.725 -2.838 -2.805
H 4.148 -3.344 2.098
H 1.370 -6.492 -0.356
H 0.269 4.975 1.428
C 2.544 0.678 -3.917
O 2.268 -0.624 2.520
H 5.112 -4.442 0.062
H -2.928 2.347 -3.548
C 0.434 0.370 -5.013
C -2.725 2.163 -1.435
H 2.551 -3.800 -2.369
H -4.846 3.926 -3.412
C -3.454 3.942 4.108
H -3.072 4.454 2.081
C 1.911 0.563 -2.681
N 2.334 -4.247 1.930
C 1.906 -0.425 3.708
C 1.552 -5.073 1.247
H -0.946 -2.176 3.261
O -0.298 -6.315 2.032
C 1.960 2.060 -0.388
H 0.938 2.958 2.685
H -1.255 0.083 -3.723
C 1.118 3.024 1.624
C 0.453 -0.868 4.068
N 0.049 -1.991 3.252
N 2.676 -0.643 -0.497
H -5.740 4.529 -1.183
C -0.832 0.006 0.814
C -3.311 2.650 -2.577
H 3.397 -0.826 0.186
C 0.199 -3.167 -4.188
H -0.148 0.325 -5.923
H 0.058 0.207 -1.649
H 0.540 -2.843 3.498
C -2.916 2.325 2.373
O -0.017 -2.638 -1.873
C -2.961 1.335 3.376
H -3.618 4.975 4.403
H 2.534 -2.097 -1.942
C -3.181 2.522 -0.140
C 4.105 -4.658 0.389
H 2.306 0.647 -6.038
C 1.726 1.968 0.969
C -2.586 1.959 1.018
C 2.224 -2.816 -2.705
C -4.390 3.527 -2.513
O -0.589 -4.140 1.578
C -4.312 3.373 -0.109
C -3.160 3.646 2.794
C 0.749 4.153 0.915
H 1.843 3.255 -2.160
C 1.812 0.572 -5.078
C -1.658 0.903 0.880
H 0.758 -3.990 -4.628
H -3.294 0.842 5.427
H -0.193 -0.019 3.830
H -1.891 1.480 -1.505
H -4.763 3.620 0.841
H 0.322 -2.279 -4.810
C 2.019 -5.785 0.140
C -4.882 3.867 -1.258
C -3.520 2.944 5.071
O 2.575 0.106 4.593
Pb 0.640 -1.688 0.855
C 0.538 0.329 -2.607
C -3.259 1.633 4.686
H 0.393 -1.066 5.147
H 2.015 1.077 1.501
H -0.857 -3.415 -4.143
C 0.071 -5.192 1.674
C 1.007 4.244 -0.444
S 2.929 0.739 -1.211
H 0.736 5.140 -0.989
H -2.782 0.310 3.084
C 3.312 -5.566 -0.297
H 3.711 -6.095 -1.158
C -0.190 0.244 -3.775
C 1.625 3.195 -1.103
H 2.681 -2.597 -3.668
C 3.571 -4.048 1.512
H -3.753 3.182 6.104
H 3.613 0.835 -3.945
*
```

Atom charges from the Mulliken analysis, given in e for atoms 1 to 8: 1.09 0.42 0.43 0.35 -0.56 -0.60 0.38 0.33

5.
This record from the Open Molecules 2025 dataset describes a cluster of 3 separate species, C38H36BN2O8 in total at a distorted geometry. The level of theory is ωB97M-V/def2-TZVPD.

Its maximum force is 0.2239 hartree/bohr. The total energy comes out at -60016.039 eV.

```
! RIJCOSX wB97M-V def2-TZVPD def2/J DEFGRID3
* xyz 1 1
H -1.155 5.642 0.498
H -0.076 4.217 -0.097
B 0.693 3.329 2.969
C -4.754 -3.555 0.364
C -1.880 2.059 0.959
C 2.245 -1.232 -5.789
H -3.173 0.191 1.690
C -5.204 -5.804 -0.398
O -4.637 -1.790 2.528
C -0.611 1.436 1.755
C -4.984 -2.942 2.764
H -0.960 2.243 3.636
H 8.383 -0.270 -7.483
C 2.914 0.691 -4.485
C 4.472 -0.311 -6.040
C 1.957 0.516 2.757
C 9.099 1.457 -6.415
O -6.278 -6.770 3.537
H -4.777 -1.442 5.003
H -4.552 -4.200 -1.683
O 6.069 -1.224 -7.501
C 3.502 -1.258 -6.395
C 5.810 -0.370 -6.661
C -4.814 -4.493 -0.668
H 10.104 1.384 -6.825
H 3.724 -2.021 -7.140
H -0.428 4.576 4.043
H -2.080 4.093 2.045
C 2.933 4.183 2.434
C -5.935 -4.114 6.759
H 1.147 1.443 4.740
C 8.128 0.524 -6.784
C 0.732 1.022 3.712
H -3.451 1.839 2.594
H 0.074 0.073 4.009
H -1.052 0.391 2.160
C 0.587 0.845 0.739
C 8.780 2.481 -5.525
C -1.190 4.562 -0.010
H 0.977 -0.248 -4.350
N 1.080 1.853 -0.271
C -5.145 -2.448 5.196
C -5.086 -3.931 1.673
C 6.524 1.620 -5.342
C 4.174 0.670 -5.096
O 0.523 4.225 4.173
C 7.495 2.565 -4.987
C -5.875 -5.636 3.310
C -5.549 -6.177 0.903
H 7.255 3.365 -4.288
O 0.456 1.036 -2.779
H -5.242 -6.537 -1.201
H -4.444 -2.535 0.147
H -5.855 -7.202 1.105
H 1.495 -1.971 -6.063
H -3.267 3.849 0.599
H -1.799 1.687 -0.173
O 1.612 0.060 1.422
C 6.836 0.610 -6.251
H 2.857 1.282 2.650
C -2.144 3.641 0.947
C -5.754 -4.651 4.404
H 3.398 4.955 1.651
C -6.084 -5.026 5.714
H -5.328 -2.122 7.319
C 5.178 1.691 -4.736
H -4.193 1.662 0.857
H -0.016 0.044 0.083
H 2.979 4.724 3.470
O 1.594 3.860 1.939
H -6.452 -6.029 5.922
O 4.902 2.580 -3.940
C -5.456 -2.829 6.502
C 0.681 1.539 -1.553
H 3.691 3.282 2.461
H -1.590 4.738 -1.098
H -6.186 -4.408 7.776
H 2.439 -0.422 3.321
H 2.677 1.446 -3.737
N -0.126 2.088 2.995
C -3.284 1.342 1.521
C -5.495 -5.237 1.940
H 9.534 3.213 -5.244
C 1.953 -0.263 -4.829
C -5.300 -3.359 4.144
*
```

Atom charges from the Mulliken analysis, given in e for atoms 1 to 8: 0.27 0.12 0.71 -0.47 0.42 -0.65 0.29 -0.46